ORCA calculation (wB97M-V/def2-TZVPD) on C3H4N2O2 in the gas phase.

```
11
Properties=species:S:1:pos:R:3:nbo_charge:R:1
O 2.3392 0.6665 0.2402 -0.672
C 1.0665 0.2213 0.0998 0.392
C 0.6997 -1.0700 -0.1095 -0.208
N -0.6997 -1.0313 -0.1276 -0.548
C -1.0433 0.2596 0.0464 0.635
O -2.3403 0.6057 0.0787 -0.662
N -0.0212 1.0603 0.1948 -0.572
H 2.4167 1.4958 -0.2457 0.485
H 1.2840 -1.9741 -0.1506 0.224
H -1.3393 -1.7677 -0.3785 0.423
H -2.3623 1.5339 0.3519 0.503
```

For the gap between HOMO and LUMO, the calculation gives 8.866 eV. The SMILES is Oc1c[nH]c(O)n1. Its energy above the lowest of the compared OMol25 structures with the same formula, charge and spin is 122.82 kJ/mol. Its LUMO energy is 0.0285 Ha. Its total energy is -376.71702 Eh. The charge is 0. As for the multiplicity: 1. As for the HOMO energy: -0.2973 hartree.


ORCA calculation (wB97M-V/def2-TZVPD) on 2 unconnected molecules or ions with the total composition C5H8N4 in a non-equilibrium geometry.

```
17
Properties=species:S:1:pos:R:3:nbo_charge:R:1
H 0.3580 -2.9081 -0.2262 0.313
N 0.1032 -2.1929 0.5905 -0.609
C 0.7199 -1.1221 0.4126 0.096
C 1.5497 -0.7741 -0.6949 -0.216
C 2.7338 0.1019 -0.4305 0.091
N 1.7842 0.6471 -0.9926 -0.309
H 0.5333 -0.2506 1.1864 0.191
H 1.5406 -1.4498 -1.5992 0.196
H 3.7160 0.3196 0.0093 0.229
N -2.8048 -0.3828 -0.7662 -0.622
C -1.8274 0.2352 -0.3387 0.305
C -1.1682 1.3277 -0.0784 -0.205
N -1.1861 1.7491 1.2492 -0.836
H -2.8087 -1.4180 -0.6284 0.363
H -0.3705 1.8265 -0.7021 0.246
H -0.6398 2.5811 1.4529 0.385
H -2.2334 1.7102 1.5564 0.382
```

For the gap between HOMO and LUMO, the calculation gives 8.211 eV. The SMILES is [H]/N=C\[C@@H]1C=N1.N=C=CN. Its energy above the lowest of the compared OMol25 structures with the same formula, charge and spin is 463.06 kJ/mol. Its LUMO energy is 0.0271 Ha. Its total energy is -414.15578 Eh. The charge is 0. As for the multiplicity: 1. As for the HOMO energy: -0.2747 hartree.


ORCA calculation (wB97M-V/def2-TZVPD) on 3 unconnected molecules or ions with the total composition C5H17NO3 in a non-equilibrium geometry.

```
26
Properties=species:S:1:pos:R:3:nbo_charge:R:1
C -2.6394 -1.3666 0.6668 -0.633
C -1.1262 -1.6049 0.5920 -0.409
C -0.3577 -0.3132 0.6170 -0.438
C 1.0664 -0.1476 -0.0381 -0.053
N 2.1561 -0.9587 0.5064 -0.852
C 1.7750 1.3090 0.0361 -0.055
O 2.6392 1.5888 1.0590 -0.726
H -3.2232 -1.3487 -0.3425 0.224
H -2.9142 -0.5939 1.4429 0.216
H -3.2081 -2.1259 1.2274 0.215
H -0.9790 -2.1651 -0.2019 0.186
H -1.0134 -2.1896 1.6111 0.202
H -0.1080 0.0973 1.6146 0.213
H -1.0429 0.2928 0.0267 0.212
H 1.0505 -0.4468 -1.1145 0.165
H 2.1291 -0.9492 1.5508 0.360
H 1.8411 -1.9721 0.1919 0.354
H 0.9774 2.1504 -0.0770 0.166
H 2.2832 1.2222 -0.9025 0.160
H 3.5181 1.1483 1.0077 0.491
O -1.4567 -1.9281 -2.7733 -0.969
H -0.9140 -1.6787 -2.0353 0.476
H -0.9991 -2.3114 -3.6035 0.493
O -0.1175 4.9379 -0.2819 -0.969
H 0.0537 4.5263 -1.1710 0.484
H 0.6097 4.8277 0.3912 0.488
```

For the gap between HOMO and LUMO, the calculation gives 10.135 eV. The SMILES is CCC[C@H](N)CO.O.O. Its energy above the lowest of the compared OMol25 structures with the same formula, charge and spin is 287.05 kJ/mol. Its LUMO energy is 0.0217 Ha. Its total energy is -481.07204 Eh. The charge is 0. As for the multiplicity: 1. As for the HOMO energy: -0.3507 hartree.


ORCA calculation (wB97M-V/def2-TZVPD) on a gas-phase ion, C4H9N3 (charge +2) in a non-equilibrium geometry.

```
16
Properties=species:S:1:pos:R:3:nbo_charge:R:1
C -2.4211 0.2551 -0.3677 -0.475
N -1.0621 -0.0223 0.0172 -0.263
C -0.7019 -0.3479 1.2860 0.321
N 0.6549 -0.3526 1.3282 -0.234
N 1.1340 -0.1460 0.0873 -0.060
C 2.4315 0.0868 -0.4617 -0.473
C 0.0110 0.1856 -0.6962 0.326
H -2.5370 1.0782 -1.1294 0.294
H -2.7812 -0.6398 -0.9659 0.281
H -3.1071 0.3577 0.4983 0.284
H -1.4163 -0.6428 2.0472 0.316
H 1.3691 -0.4175 2.0807 0.512
H 2.2485 0.6839 -1.3409 0.266
H 3.2578 0.5255 0.2159 0.307
H 2.8577 -0.9480 -0.8218 0.291
H 0.0622 0.3441 -1.7773 0.306
```

For the gap between HOMO and LUMO, the calculation gives 10.759 eV. The SMILES is C[n+]1c[nH][n+](C)c1. Its energy above the lowest of the compared OMol25 structures with the same formula, charge and spin is 140.63 kJ/mol. Its LUMO energy is -0.3659 Ha. Its total energy is -321.34686 Eh. The charge is +2. As for the multiplicity: 1. As for the HOMO energy: -0.7613 hartree.


ORCA calculation (wB97M-V/def2-TZVPD) on C6H13P in the gas phase in a non-equilibrium geometry.

```
20
Properties=species:S:1:pos:R:3:nbo_charge:R:1
C -0.7327 -1.1737 -1.7347 -0.313
C -0.9865 -0.6154 -0.2929 -0.367
C 0.3585 0.0074 0.0574 -0.130
C -1.7692 -1.4685 0.7442 -0.612
C 1.1801 -0.7907 0.9300 -0.711
C 1.2967 2.5380 0.1306 -0.903
P 0.9550 1.2415 -1.1856 0.537
H 0.1189 -1.7794 -1.8101 0.161
H -0.9661 -0.5025 -2.5871 0.184
H -1.6035 0.3529 -0.3035 0.214
H -2.3831 -0.7573 1.3581 0.212
H -0.9914 -1.8941 1.3760 0.200
H -2.4064 -2.2909 0.3043 0.227
H 2.1632 -0.2634 0.9318 0.213
H 1.2050 -1.7210 0.5168 0.222
H 0.8865 -0.7665 1.9888 0.228
H 0.6087 2.4401 0.8805 0.216
H 1.2626 3.4198 -0.4161 0.224
H 2.1646 2.3557 0.7505 0.230
H -0.3607 1.6677 -1.6391 -0.033
```

For the gap between HOMO and LUMO (spin up / spin down), the calculation gives 8.600 / 7.347 eV. Its energy above the lowest of the compared OMol25 structures with the same formula, charge and spin is 418.72 kJ/mol. Its LUMO energy (spin up / spin down) is 0.0202 / 0.0099 Ha. Its total energy is -577.57630 Eh. The charge is 0. As for the multiplicity: 1. As for the HOMO energy (spin up / spin down): -0.2959 / -0.2601 hartree.


ORCA calculation (wB97M-V/def2-TZVPD) on a molecular structure, C19H19N5OPtS6 in a non-equilibrium geometry.

```
51
Properties=species:S:1:pos:R:3:nbo_charge:R:1
Pt -0.8270 -0.8759 1.5191 0.699
S 4.7408 -0.8193 6.1552 0.320
C 3.4722 -0.9841 5.1164 -0.637
S 1.8137 -0.9664 5.6400 0.617
C 1.1042 -1.1356 4.0566 -0.402
C 1.9900 -1.2105 2.9832 -0.365
S 1.5825 -1.3731 1.3436 0.199
S 3.6877 -1.1755 3.4001 0.621
S -0.5879 -1.2488 3.9643 0.211
C -0.2575 -0.0571 -5.1674 -0.632
C 0.5483 0.5521 -4.0864 -0.022
C 0.2193 1.8019 -3.5460 -0.206
C 0.9823 2.3781 -2.5575 -0.213
C 2.1199 1.7112 -2.0702 0.118
N 2.9526 2.2161 -1.0979 -0.642
C 2.9195 3.4123 -0.3847 0.788
O 3.9372 3.9722 -0.0857 -0.558
N 1.6792 3.9175 -0.0241 -0.645
C 0.5539 3.2742 0.4456 0.238
C -0.5341 4.0519 0.8616 -0.186
C -1.6634 3.4407 1.3595 -0.202
C -1.6895 2.0567 1.4573 0.005
N -0.6521 1.3216 1.0836 -0.474
C 0.4410 1.8889 0.5903 -0.037
C 2.4534 0.4530 -2.6093 -0.242
C 1.6818 -0.1118 -3.5886 -0.192
H -1.1241 0.5464 -5.4209 0.224
H -0.5814 -1.0592 -4.8844 0.214
H 0.3544 -0.1810 -6.0631 0.237
H -0.6412 2.3299 -3.9275 0.222
H 0.7331 3.3639 -2.2016 0.211
H 3.8918 1.8206 -1.1004 0.422
H 1.7424 4.8979 0.2316 0.430
H -0.4778 5.1269 0.7974 0.243
H -2.5120 4.0199 1.6902 0.255
H -2.5605 1.5437 1.8442 0.218
H 1.2518 1.2265 0.3246 0.229
H 3.3313 -0.0561 -2.2405 0.209
H 1.9515 -1.0756 -3.9907 0.221
S -3.1043 -1.0769 0.7802 -0.085
C -3.0680 -2.7867 0.8320 0.327
N -3.1531 -3.5552 -0.2446 -0.533
C -3.2190 -4.9673 0.0910 -0.234
C -3.1889 -4.9474 1.6327 -0.233
N -3.0497 -3.5301 1.9367 -0.550
H -3.1957 -3.2049 -1.1880 0.448
H -2.3617 -5.4934 -0.3337 0.229
H -4.1334 -5.4152 -0.3030 0.238
H -2.3406 -5.5006 2.0391 0.226
H -4.1061 -5.3503 2.0677 0.235
H -3.1068 -3.1663 2.8747 0.438
```

For the gap between HOMO and LUMO (spin up / spin down), the calculation gives 2.926 / 3.028 eV. Its energy above the lowest of the compared OMol25 structures with the same formula, charge and spin is 191.62 kJ/mol. Its LUMO energy (spin up / spin down) is -0.3499 / -0.3461 Ha. Its total energy is -3592.34861 Eh. The charge is +2. As for the multiplicity: 1. As for the HOMO energy (spin up / spin down): -0.4574 / -0.4574 hartree.